Density functional theory data (ωB97M-V/def2-TZVPD) for 14 unconnected molecules or ions with the total composition C75H189N11O25.

Atoms and positions in Å:
O (11.00769, 29.07876, 31.51808)
O (17.07732, 18.01957, 22.80979)
O (8.51881, 18.70586, 21.55979)
O (17.56339, 28.59041, 26.83382)
O (12.28313, 22.64058, 27.03228)
O (15.17528, 12.74290, 30.03267)
O (10.07394, 19.25594, 30.04714)
O (8.40378, 23.44101, 28.68908)
O (7.11350, 16.53130, 22.46440)
O (9.43281, 22.99745, 24.51807)
O (11.02085, 14.95253, 30.60310)
O (14.50591, 22.54948, 22.10726)
O (12.19982, 24.88294, 32.23535)
O (14.70611, 25.62670, 25.65305)
O (13.60611, 19.43237, 28.03296)
O (15.64191, 16.95645, 17.73673)
O (12.60629, 15.05783, 20.49899)
O (19.66065, 26.87723, 32.40867)
O (6.97075, 26.17990, 21.30866)
O (5.32952, 19.19889, 26.31913)
O (13.03802, 17.86100, 25.67036)
O (16.23686, 28.68122, 35.03293)
O (1.42557, 16.22921, 28.79942)
O (18.67020, 23.71191, 29.74763)
O (9.28932, 15.31462, 27.53196)
N (15.14635, 19.85880, 22.78643)
N (14.65125, 26.25516, 32.92199)
N (3.81470, 17.96325, 28.27676)
N (8.01307, 17.14431, 29.27568)
N (6.95361, 24.63964, 23.80602)
N (13.75984, 17.56350, 19.70240)
N (8.73538, 26.98865, 29.38048)
N (19.16939, 24.07521, 32.62564)
N (10.69865, 19.42824, 26.53397)
N (16.73815, 25.85880, 27.74106)
N (13.94175, 15.18037, 30.35056)
C (6.53066, 19.33402, 25.52369)
C (9.86195, 14.04587, 27.30715)
C (1.33078, 14.88206, 29.04402)
C (12.95183, 16.04294, 29.78538)
C (17.88527, 23.90692, 32.04481)
C (7.34482, 16.69057, 28.06054)
C (14.07488, 16.90400, 25.80837)
C (8.51209, 15.10739, 23.67785)
C (4.62856, 18.05979, 25.96602)
C (10.24689, 24.11714, 24.70239)
C (7.84885, 15.28701, 27.78263)
C (8.20714, 23.02033, 25.26385)
C (16.95584, 25.66936, 26.28799)
C (2.72435, 18.17238, 29.19669)
C (10.69665, 18.37201, 25.60688)
C (8.20410, 15.63981, 22.26760)
C (15.24152, 18.33335, 18.01156)
C (7.35827, 24.34180, 25.21959)
C (10.76163, 29.84592, 32.69819)
C (13.25880, 25.05688, 31.31679)
C (17.46415, 28.27887, 28.21368)
C (11.72922, 16.14239, 30.65165)
C (8.75578, 24.50814, 29.55927)
C (17.27205, 29.93283, 26.56276)
C (11.37641, 20.61955, 26.16749)
C (15.75212, 11.57542, 30.55156)
C (11.12867, 19.57520, 30.87160)
C (8.40474, 22.14255, 29.33935)
C (14.10847, 23.53081, 21.14988)
C (13.91114, 26.37062, 31.63450)
C (18.84103, 26.41813, 33.44398)
C (15.61685, 27.45107, 34.80527)
C (2.17265, 16.87819, 29.83576)
C (16.60767, 16.35884, 18.55005)
C (7.77172, 18.52063, 29.69963)
C (8.77473, 25.69922, 28.63930)
C (9.93586, 20.69252, 22.04452)
C (15.22136, 14.97378, 29.60588)
C (19.23217, 27.98010, 31.65138)
C (9.89135, 14.92499, 31.40701)
C (14.06445, 20.56546, 23.38665)
C (9.78748, 28.69271, 30.96173)
C (11.76769, 23.57815, 32.43127)
C (6.48214, 26.02904, 23.65214)
C (14.66991, 20.46424, 27.94612)
C (14.92351, 27.53110, 33.48541)
C (11.72519, 17.26928, 25.83889)
C (5.93050, 26.25335, 22.21414)
C (18.77008, 23.04451, 28.50299)
C (10.13269, 19.15797, 19.95549)
C (17.52920, 19.33737, 22.41698)
C (13.51477, 21.63809, 22.48727)
C (15.86111, 20.01263, 27.05498)
C (9.97568, 27.50289, 29.99502)
C (15.14417, 20.80422, 29.31107)
C (12.28096, 16.32452, 21.12113)
C (17.96880, 16.93764, 22.51800)
C (11.28656, 21.63690, 27.28578)
C (16.36523, 28.87686, 36.43641)
C (14.81456, 18.54854, 19.46337)
C (13.71087, 24.97839, 24.87090)
C (16.50348, 20.35496, 22.95794)
C (17.67323, 26.78641, 28.42003)
C (17.96467, 23.02132, 30.74946)
C (6.59161, 26.48401, 19.99775)
C (15.83916, 24.81042, 25.73872)
C (19.26767, 24.95507, 33.74310)
C (7.82907, 14.54600, 21.29401)
C (16.02747, 13.79930, 30.11917)
C (9.84986, 19.27087, 21.43136)
C (3.42252, 17.93878, 26.87373)
C (11.92490, 13.89628, 21.08740)
C (13.36051, 17.35721, 21.04654)
C (8.81780, 19.01486, 30.70988)
C (12.13542, 23.81946, 27.82169)
H (11.98757, 16.23151, 22.17157)
H (9.79193, 25.04472, 24.28355)
H (11.36552, 18.79484, 31.60269)
H (18.53908, 19.48035, 22.80893)
H (18.73300, 24.62888, 34.62919)
H (12.56633, 22.88360, 32.62801)
H (7.26973, 19.93396, 26.01222)
H (14.98586, 10.83276, 30.30471)
H (13.49775, 23.93241, 25.18160)
H (14.03319, 25.79585, 33.56075)
H (9.61110, 25.63447, 27.99918)
H (0.59248, 14.58705, 29.78768)
H (9.72687, 17.84280, 25.48641)
H (10.81147, 21.17458, 21.69440)
H (1.50201, 17.22506, 30.65837)
H (13.40006, 19.10251, 27.06628)
H (9.04066, 21.25868, 21.75287)
H (7.33347, 14.86057, 26.87890)
H (11.56773, 16.50696, 25.13120)
H (17.55519, 16.85774, 18.50042)
H (15.07483, 14.73710, 28.51972)
H (19.77642, 24.56693, 31.96869)
H (2.68500, 18.79563, 26.78382)
H (11.66403, 21.10158, 28.19092)
H (16.22765, 16.32700, 19.53026)
H (5.63085, 26.02650, 19.84965)
H (15.97800, 21.46666, 29.10060)
H (13.59804, 14.21075, 30.59042)
H (11.45338, 16.76122, 20.55012)
H (0.89401, 14.41567, 28.13509)
H (11.02826, 16.83175, 30.25499)
H (11.22056, 23.20392, 31.54583)
H (5.29523, 17.18318, 26.12184)
H (12.37922, 13.66615, 22.07939)
H (2.97177, 16.20664, 30.21033)
H (16.70145, 28.00682, 36.96687)
H (18.67793, 26.46813, 28.11208)
H (16.73459, 20.58973, 24.01228)
H (9.70749, 24.19373, 30.00675)
H (8.46036, 22.73256, 26.28917)
H (17.97158, 16.82664, 21.39256)
H (16.24246, 30.23044, 26.75569)
H (17.90685, 23.33601, 27.90387)
H (14.92777, 24.23151, 20.92648)
H (12.91485, 18.18580, 21.52411)
H (9.26053, 15.80342, 31.23577)
H (18.11338, 29.00610, 28.74526)
H (10.67251, 27.69988, 29.18975)
H (10.48484, 24.30998, 25.75416)
H (2.94524, 18.85080, 30.00493)
H (13.68750, 23.04715, 20.28059)
H (11.10175, 19.56520, 19.64741)
H (16.68251, 21.26934, 22.39770)
H (10.88915, 14.24919, 27.13565)
H (9.23485, 29.54246, 30.45003)
H (15.44659, 29.15576, 36.88775)
H (10.51573, 18.50037, 21.89358)
H (12.78698, 22.20252, 23.05770)
H (12.66863, 15.74733, 28.73280)
H (15.64846, 18.37462, 20.12574)
H (7.14648, 13.79871, 21.67918)
H (2.82630, 17.04769, 26.68929)
H (18.26719, 27.80472, 31.32399)
H (10.86415, 14.09046, 21.18028)
H (7.68478, 14.57544, 24.18432)
H (17.73379, 26.38048, 33.24558)
H (16.39738, 13.85750, 31.15375)
H (10.26436, 21.96191, 27.41415)
H (15.83567, 15.91585, 29.61442)
H (7.61743, 22.04572, 30.10676)
H (12.05929, 16.45010, 31.59643)
H (13.01652, 21.37974, 21.59050)
H (18.53189, 22.09831, 30.97358)
H (14.76725, 27.20488, 35.50493)
H (10.81042, 29.25371, 33.66094)
H (5.13076, 25.48586, 22.08787)
H (7.35159, 26.16057, 19.25104)
H (13.94989, 16.14659, 25.06650)
H (10.98119, 23.58765, 33.20326)
H (7.58960, 22.23192, 24.86994)
H (18.80934, 21.96047, 28.61558)
H (14.16821, 21.37722, 27.53966)
H (7.32006, 26.78702, 23.91349)
H (6.46486, 24.22335, 25.85460)
H (7.76540, 19.19891, 28.81528)
H (8.76430, 15.94903, 24.30551)
H (9.99856, 20.72538, 23.15917)
H (14.03213, 16.49416, 26.79450)
H (16.64629, 15.34161, 18.21282)
H (17.14443, 29.63066, 36.66961)
H (9.39027, 21.99121, 29.80953)
H (16.63077, 20.71580, 27.13193)
H (12.81066, 25.57978, 25.01570)
H (15.62791, 19.90996, 29.79693)
H (16.88834, 13.80645, 29.40326)
H (11.48964, 30.66138, 32.72928)
H (11.58705, 16.92269, 26.83180)
H (9.12072, 16.20032, 21.92167)
H (8.45144, 18.29256, 22.40321)
H (8.87725, 18.36418, 31.54286)
H (9.40532, 13.51380, 26.42795)
H (13.88010, 16.62551, 19.31008)
H (7.62961, 14.67352, 28.66365)
H (14.08080, 28.15387, 33.68435)
H (6.75961, 18.63048, 30.17035)
H (15.47604, 28.03942, 32.72855)
H (12.45364, 20.49826, 25.94082)
H (11.98716, 12.98726, 20.41290)
H (8.18187, 21.41258, 28.53737)
H (18.96480, 17.09233, 22.91111)
H (6.17935, 19.75181, 24.58270)
H (14.21084, 17.05477, 21.73576)
H (15.46523, 19.84336, 26.06902)
H (9.74960, 13.39431, 28.17858)
H (8.49542, 13.75090, 21.05251)
H (6.45977, 27.54114, 19.95176)
H (13.84126, 24.97282, 23.76444)
H (16.72323, 11.32113, 30.06698)
H (19.21138, 28.94637, 32.22940)
H (12.18825, 23.53733, 28.88508)
H (14.02243, 24.23119, 31.40505)
H (17.87572, 30.67056, 27.11690)
H (16.26333, 19.06268, 27.44564)
H (16.99829, 22.79810, 30.33516)
H (2.30077, 14.51491, 29.40729)
H (13.41568, 17.07432, 29.68624)
H (14.28648, 18.53211, 17.46741)
H (9.28960, 19.62337, 19.36550)
H (17.90554, 25.10438, 26.24224)
H (6.95181, 18.32982, 25.33244)
H (17.67051, 26.54939, 29.48142)
H (13.26125, 24.10191, 21.56281)
H (9.78783, 30.35253, 32.74200)
H (16.46538, 28.54537, 28.49346)
H (13.31550, 19.81648, 23.53980)
H (10.95787, 21.01961, 25.27507)
H (13.20041, 27.22575, 31.66689)
H (4.55618, 18.62113, 28.39623)
H (7.46060, 14.92044, 20.33659)
H (12.86441, 24.97878, 30.31613)
H (14.73588, 26.58875, 30.89790)
H (16.29392, 26.66085, 34.86731)
H (15.60018, 23.95851, 26.31903)
H (14.95323, 17.48471, 25.56417)
H (10.89712, 20.50463, 31.36897)
H (16.04393, 19.06828, 17.82870)
H (9.27085, 14.14084, 31.02831)
H (8.07023, 25.16871, 25.68625)
H (1.88897, 18.65492, 28.68618)
H (17.49162, 16.09569, 22.95467)
H (18.99234, 26.98638, 34.40587)
H (5.46328, 27.22490, 22.15289)
H (9.01933, 16.96299, 29.14807)
H (10.87968, 18.77210, 24.56025)
H (17.44204, 19.36965, 21.32869)
H (6.89061, 16.96991, 21.60840)
H (14.32220, 21.22990, 29.93085)
H (14.25281, 21.09561, 24.33885)
H (15.79699, 26.32157, 27.80147)
H (19.60124, 23.46744, 27.98664)
H (20.06056, 28.01289, 30.87476)
H (5.67511, 26.19278, 24.33656)
H (17.44354, 30.04669, 25.49638)
H (9.03002, 28.38581, 31.74420)
H (11.21077, 23.83574, 24.29064)
H (4.28998, 18.06390, 24.92970)
H (15.24558, 19.00321, 23.22289)
H (20.37621, 24.90001, 34.08646)
H (7.75921, 24.53448, 23.16898)
H (11.13418, 24.17665, 27.65354)
H (7.84227, 25.65393, 28.05397)
H (14.42212, 19.54383, 19.47360)
H (10.25296, 18.13539, 19.64233)
H (6.28758, 16.55102, 28.15968)
H (16.10716, 24.47075, 24.67992)
H (10.38969, 26.69258, 30.64362)
H (8.34869, 20.00480, 30.98607)
H (10.87640, 19.05937, 27.47090)
H (7.53972, 17.28646, 27.18601)
H (9.29657, 14.32245, 23.54170)
H (11.94004, 19.68550, 30.24327)
H (15.94550, 11.66912, 31.62752)
H (16.94429, 26.54136, 25.68377)
H (8.42437, 27.73287, 28.76116)
H (12.85936, 24.62087, 27.55851)
H (8.04230, 24.57011, 30.37400)
H (17.20896, 23.50324, 32.77464)
H (17.50098, 24.87023, 31.63794)
H (10.12252, 14.85140, 32.46189)

Computed properties:
Net charge: 0
HOMO-LUMO gap: 8.902 eV
Energy relative to the best compared isomer or geometry (same formula, charge and spin): 41.06 kcal per mole
E_LUMO: 0.5520 eV

These are the Mulliken partial charges, in e, on atoms 1 to 99:
1. O -0.26
2. O -0.24
3. O -0.60
4. O -0.25
5. O 0.69
6. O -0.26
7. O 1.11
8. O -0.14
9. O -0.58
10. O 0.35
11. O -0.27
12. O -0.41
13. O -0.40
14. O -0.38
15. O 0.57
16. O -0.39
17. O -0.46
18. O -0.41
19. O -0.25
20. O -0.40
21. O 1.17
22. O -0.33
23. O -0.30
24. O -0.35
25. O 0.67
26. N 0.48
27. N -0.03
28. N 0.26
29. N 0.02
30. N -0.34
31. N -0.11
32. N -0.38
33. N -0.40
34. N 1.48
35. N 0.23
36. N -0.36
37. C 0.02
38. C -1.04
39. C -0.70
40. C 0.53
41. C 0.01
42. C 0.60
43. C -0.74
44. C -0.60
45. C 0.07
46. C 0.00
47. C -1.34
48. C 0.12
49. C -1.18
50. C -0.94
51. C 0.60
52. C 1.74
53. C -0.91
54. C -0.81
55. C -0.83
56. C 0.43
57. C -0.46
58. C 0.28
59. C -0.02
60. C -0.84
61. C 1.55
62. C -0.79
63. C -1.10
64. C -0.86
65. C -0.89
66. C -0.62
67. C 0.60
68. C -0.75
69. C -0.52
70. C -0.55
71. C 0.24
72. C -0.62
73. C -0.94
74. C -0.27
75. C -0.37
76. C -0.80
77. C 1.05
78. C -0.59
79. C -0.79
80. C -0.66
81. C 2.32
82. C -1.10
83. C -0.87
84. C -0.62
85. C -0.30
86. C -1.78
87. C -0.78
88. C -0.50
89. C -0.78
90. C -0.12
91. C -1.29
92. C -0.13
93. C -0.83
94. C -0.19
95. C -0.92
96. C 0.03
97. C -0.44
98. C -0.44
99. C -0.30